Entry 1:
{
  "formula": "C10H16F2N2O7S",
  "method": "ωB97M-V/def2-TZVPD",
  "total_charge": 0,
  "lumo_energy_ha": -0.07866,
  "homo_lumo_gap_ev": 7.63,
  "elements": ["S", "F", "F", "O", "O", "O", "O", "O", "O", "O", "N", "N", "C", "C", "C", "C", "C", "C", "C", "C", "C", "C", "H", "H", "H", "H", "H", "H", "H", "H", "H", "H", "H", "H", "H", "H", "H", "H"],
  "positions_angstrom": [[-0.09, 2.26, -0.08], [-1.55, -1.56, 0.72], [-3.74, 1.51, 2.86], [0.74, 2.47, -3.77], [1.89, -3.71, 2.06], [-3.50, -0.51, -0.22], [-1.78, 1.97, 0.20], [0.85, 1.81, 1.28], [-0.04, 3.80, -0.33], [-1.36, 1.55, 3.36], [3.32, -1.16, 1.60], [-1.84, 0.95, 1.05], [-1.36, 3.59, -3.56], [2.87, 0.17, 1.68], [1.34, 0.42, 1.17], [-2.39, -0.32, 0.50], [0.02, 3.40, -4.14], [1.01, -4.56, 2.14], [1.30, -5.96, 2.62], [0.49, 4.40, -5.17], [-2.33, 1.32, 2.42], [-0.42, -4.25, 1.75], [-0.73, -4.90, 0.93], [-0.18, 4.37, -6.03], [0.72, -6.17, 3.53], [0.61, -0.25, 1.83], [0.50, 5.40, -4.73], [-1.42, 4.56, -3.06], [-1.56, 2.80, -2.83], [3.61, 0.98, 2.08], [1.18, 0.03, 0.06], [-2.10, 3.52, -4.36], [2.37, -6.04, 2.87], [-1.07, -4.38, 2.62], [1.06, -6.68, 1.84], [-0.48, -3.21, 1.42], [2.55, -1.75, 1.21], [1.50, 4.14, -5.49]]
}


Entry 2:
{
  "formula": "C15H49N4O6",
  "method": "ωB97M-V/def2-TZVPD",
  "total_charge": 1,
  "lumo_energy_ha": -0.07750,
  "homo_lumo_gap_ev": 9.22,
  "elements": ["O", "O", "O", "O", "O", "O", "N", "N", "N", "N", "C", "C", "C", "C", "C", "C", "C", "C", "C", "C", "C", "C", "C", "C", "C", "H", "H", "H", "H", "H", "H", "H", "H", "H", "H", "H", "H", "H", "H", "H", "H", "H", "H", "H", "H", "H", "H", "H", "H", "H", "H", "H", "H", "H", "H", "H", "H", "H", "H", "H", "H", "H", "H", "H", "H", "H", "H", "H", "H", "H", "H", "H", "H", "H"],
  "positions_angstrom": [[1.22, 0.48, 2.27], [1.52, 0.50, -0.83], [1.83, -3.82, -0.47], [-5.07, 0.49, -0.88], [-0.49, 1.80, -1.10], [-0.63, -2.06, -3.50], [-0.08, -1.33, -0.35], [1.21, 4.16, 2.55], [4.20, -0.51, 1.31], [-2.64, -1.47, 1.02], [3.15, 0.43, 0.86], [-4.20, -0.54, -0.64], [-0.62, 2.58, 2.83], [1.71, 1.78, 2.16], [2.67, -0.04, -0.42], [3.63, 1.82, 0.73], [-1.21, 2.04, -2.32], [-3.20, 0.91, 1.19], [-5.41, 0.82, -2.20], [1.86, -4.89, -1.38], [0.93, 0.06, -1.94], [0.91, 2.80, 2.95], [-3.82, -0.51, 0.83], [-0.36, -3.32, -3.91], [1.76, -0.31, 3.35], [-4.56, 1.06, -2.84], [-2.42, 1.26, 0.52], [1.34, -0.13, 4.42], [0.92, -5.27, -1.45], [-0.77, 1.49, 3.16], [-0.37, -1.37, -4.37], [0.88, -1.07, -1.91], [2.51, -1.13, -0.58], [-0.73, -3.38, -4.84], [4.42, 1.99, -0.02], [-4.67, -0.73, 1.53], [-4.54, -1.46, -0.92], [-2.88, 0.99, 2.23], [-2.47, -1.54, 2.08], [1.66, -1.25, 3.00], [-3.35, -0.48, -1.39], [2.78, 2.45, 0.35], [2.62, -3.91, 0.16], [0.72, -3.52, -3.76], [-4.02, 1.45, 1.12], [0.69, -1.68, -0.95], [1.30, 2.57, 3.98], [3.07, -0.18, 3.58], [2.34, -5.72, -0.81], [-5.93, -0.02, -2.70], [-6.06, 1.73, -2.06], [5.07, -0.35, 0.82], [0.54, 4.82, 3.18], [-0.62, 2.78, -2.65], [2.32, -4.51, -2.23], [-0.05, 2.67, -0.85], [1.69, 1.95, 1.06], [-2.96, -2.58, 0.74], [0.10, 0.69, -2.14], [4.03, 2.12, 1.56], [-1.23, -3.70, -3.30], [-1.35, 3.38, 3.27], [4.52, -0.32, 2.27], [-1.39, 1.18, -2.76], [-0.97, -1.18, -1.00], [2.10, 4.43, 2.97], [-2.19, 2.21, -2.14], [1.53, 0.13, -2.91], [2.72, 1.92, 2.41], [3.48, -0.06, -1.17], [0.28, -0.33, -0.08], [-0.83, 2.52, 1.56], [-0.33, -2.02, 0.28], [2.19, 0.20, 1.50]]
}


Entry 3:
{
  "formula": "C15H12IN2O7P",
  "method": "ωB97M-V/def2-TZVPD",
  "total_charge": 0,
  "lumo_energy_ha": -0.05422,
  "smiles": "C=CC1=CC(=O)c2c(CC(=O)I)c(CON=O)c(P(N)O)c(O)c2C1=O",
  "homo_lumo_gap_ev": 6.86,
  "elements": ["I", "P", "O", "O", "O", "O", "O", "O", "O", "N", "N", "C", "C", "C", "C", "C", "C", "C", "C", "C", "C", "C", "C", "C", "C", "C", "H", "H", "H", "H", "H", "H", "H", "H", "H", "H", "H", "H"],
  "positions_angstrom": [[-2.87, -4.54, -0.59], [1.49, 2.14, -2.79], [-1.05, -0.63, -3.59], [1.10, 1.93, 2.85], [1.30, 2.73, 0.27], [-2.69, -1.61, -0.45], [-2.50, 0.80, -4.14], [1.99, 3.59, -2.17], [-0.28, -2.77, 1.65], [2.98, 1.34, -3.22], [-1.37, 0.70, -3.88], [-0.49, 0.26, 3.32], [-1.61, 0.12, 5.54], [0.84, 1.49, -0.05], [0.40, -0.19, -1.72], [-0.90, -0.97, 2.97], [0.85, 1.06, -1.37], [-0.53, -2.45, -1.06], [0.34, -0.68, -3.17], [0.41, 1.04, 2.40], [-0.40, -1.55, 1.70], [-2.03, -2.56, -0.69], [-0.04, -1.06, -0.72], [0.42, 0.65, 0.95], [0.00, -0.62, 0.58], [-0.89, 0.83, 4.62], [0.93, -0.09, -3.86], [-2.63, -0.22, 5.37], [3.72, 1.52, -2.54], [2.84, 0.34, -3.19], [-0.53, 1.84, 4.79], [0.66, -1.72, -3.22], [-1.12, -0.15, 6.47], [0.76, 3.41, -0.15], [-1.56, -1.60, 3.54], [0.05, -3.19, -0.52], [2.90, 3.51, -1.85], [-0.48, -2.69, -2.12]]
}


Entry 4:
{
  "formula": "C6H10O",
  "method": "ωB97M-V/def2-TZVPD",
  "total_charge": 0,
  "lumo_energy_ha": 0.04232,
  "homo_lumo_gap_ev": 10.37,
  "elements": ["O", "C", "C", "C", "C", "C", "C", "H", "H", "H", "H", "H", "H", "H", "H", "H", "H"],
  "positions_angstrom": [[0.32, -1.60, 0.87], [0.56, 0.51, 1.07], [-1.59, 0.74, -1.48], [-0.48, -0.45, 0.49], [-0.80, -0.47, -1.00], [1.26, -0.74, 1.50], [1.92, 0.18, 0.52], [0.14, -0.55, -1.56], [-1.40, -0.42, 1.08], [-2.54, 0.84, -0.94], [1.69, -1.05, 2.45], [-1.35, -1.39, -1.19], [-1.03, 1.67, -1.35], [-1.83, 0.64, -2.54], [0.34, 1.41, 1.64], [2.05, -0.12, -0.51], [2.73, 0.78, 0.93]]
}


Entry 5:
{
  "formula": "C17H33BCrN6Si2",
  "method": "ωB97M-V/def2-TZVPD",
  "s_squared": 6.05,
  "total_charge": 0,
  "spin_multiplicity": 5,
  "lumo_energy_ha": [0.02595, -0.06597],
  "homo_lumo_gap_ev": [8.73, 6.61],
  "elements": ["Cr", "Si", "Si", "N", "N", "N", "N", "N", "N", "C", "C", "C", "C", "C", "C", "C", "C", "C", "C", "C", "C", "C", "C", "C", "C", "C", "B", "H", "H", "H", "H", "H", "H", "H", "H", "H", "H", "H", "H", "H", "H", "H", "H", "H", "H", "H", "H", "H", "H", "H", "H", "H", "H", "H", "H", "H", "H", "H", "H", "H"],
  "positions_angstrom": [[-0.44, -0.35, -0.67], [-1.24, 0.86, 2.14], [1.00, -1.34, 2.41], [0.68, 2.00, -2.55], [0.46, 1.68, -1.21], [1.25, -0.81, -1.85], [-0.93, 0.37, -3.46], [-1.44, -0.04, -2.23], [1.46, -0.23, -3.10], [-1.91, 0.35, -4.38], [-1.92, 2.41, 1.31], [0.77, 2.81, -0.52], [2.62, -0.66, -3.63], [-0.66, 1.46, 3.85], [1.05, 3.28, -2.68], [1.10, 3.84, -1.42], [-0.15, -2.11, 3.68], [1.72, -2.84, 1.56], [2.42, -0.52, 3.32], [0.20, -0.04, 1.35], [-0.75, -2.32, -0.78], [-2.74, -0.32, -2.42], [-2.73, -0.24, 2.45], [3.17, -1.58, -2.76], [2.28, -1.67, -1.67], [-3.07, -0.10, -3.76], [0.52, 0.88, -3.61], [-1.06, -2.53, 0.30], [-3.10, -0.69, 1.53], [-2.56, -1.03, 3.19], [-1.46, 2.10, 4.24], [2.10, 0.31, 3.95], [-1.67, 0.69, -5.39], [1.35, 4.84, -1.15], [-1.04, -2.57, 3.24], [-0.49, 0.67, 4.59], [0.10, -2.99, -1.10], [-3.52, 0.43, 2.84], [-2.87, 2.65, 1.80], [-1.21, 3.25, 1.38], [-1.27, 0.67, 0.12], [0.25, 2.06, 3.79], [0.80, 1.25, -4.71], [4.10, -2.09, -2.86], [-0.47, -1.42, 4.48], [0.45, -2.91, 4.14], [3.18, -0.16, 2.61], [0.94, 0.70, 0.93], [2.37, -2.33, -0.82], [-4.04, -0.25, -4.21], [1.25, 3.67, -3.65], [2.86, -1.30, 3.95], [-2.14, 2.29, 0.24], [1.12, -3.25, 0.74], [2.72, -2.63, 1.18], [1.81, -3.63, 2.32], [-1.62, -2.48, -1.48], [-3.32, -0.71, -1.57], [0.75, 2.82, 0.56], [2.96, -0.24, -4.55]]
}


Entry 6:
{
  "formula": "C7H10",
  "method": "ωB97M-V/def2-TZVPD",
  "total_charge": 0,
  "lumo_energy_ha": 0.04267,
  "smiles": "C1[C@@H]2CC3(CC3)[C@H]12",
  "homo_lumo_gap_ev": 9.72,
  "elements": ["C", "C", "C", "C", "C", "C", "C", "H", "H", "H", "H", "H", "H", "H", "H", "H", "H"],
  "positions_angstrom": [[1.56, 0.80, 0.72], [1.49, -0.78, 0.35], [-0.48, -0.12, -0.11], [0.57, -0.94, -0.87], [-1.96, -0.29, -0.07], [-1.36, 0.98, -0.61], [0.43, -0.01, 1.11], [2.56, -0.62, 0.40], [0.99, -0.52, -1.78], [-2.42, -0.98, -0.78], [1.53, 1.51, -0.10], [0.20, -1.96, -1.11], [-1.42, 1.16, -1.69], [2.27, 1.04, 1.52], [-2.45, -0.24, 0.90], [-1.45, 1.89, -0.02], [0.13, -0.10, 2.14]]
}


Entry 7:
{
  "formula": "C37H30IrN2O4Te",
  "method": "ωB97M-V/def2-TZVPD",
  "s_squared": 0.75,
  "total_charge": 2,
  "spin_multiplicity": 2,
  "lumo_energy_ha": [-0.30324, -0.30954],
  "homo_lumo_gap_ev": [4.82, 4.65],
  "elements": ["Ir", "Te", "O", "O", "O", "O", "N", "N", "C", "C", "C", "C", "C", "C", "C", "C", "C", "C", "C", "C", "C", "C", "C", "C", "C", "C", "C", "C", "C", "C", "C", "C", "C", "C", "C", "C", "C", "C", "C", "C", "C", "C", "C", "C", "C", "H", "H", "H", "H", "H", "H", "H", "H", "H", "H", "H", "H", "H", "H", "H", "H", "H", "H", "H", "H", "H", "H", "H", "H", "H", "H", "H", "H", "H", "H"],
  "positions_angstrom": [[0.19, -0.11, 0.05], [0.43, -1.54, 3.20], [-1.27, 2.25, -5.01], [-0.01, 1.61, 1.16], [0.19, 0.89, 3.31], [-0.72, 0.53, -1.63], [1.27, -1.80, -0.88], [-1.37, -1.57, 0.01], [1.79, -2.30, 0.47], [0.71, 2.37, -3.73], [2.53, -0.15, 1.56], [3.87, -1.54, -1.14], [-4.15, -2.97, -1.23], [-1.83, -2.07, -1.10], [-1.19, -0.57, -5.01], [6.29, -5.09, -0.87], [0.00, 1.75, 2.42], [-3.23, -5.54, -0.72], [4.76, -2.78, -1.03], [-4.59, -5.31, -0.91], [5.52, -4.85, -2.00], [2.94, 3.80, -2.88], [3.74, 0.15, 0.81], [-5.05, -4.03, -1.17], [1.87, 4.46, -3.46], [-0.97, -0.26, -2.62], [-0.51, 1.68, -4.26], [-1.89, -2.14, 1.27], [5.54, -3.03, 0.10], [4.75, -3.70, -2.08], [0.77, 3.75, -3.89], [2.52, -1.90, -0.71], [-2.01, -2.74, -6.01], [4.32, -0.41, -0.26], [-1.81, -2.35, -3.54], [1.78, 1.70, -3.17], [6.31, -4.18, 0.17], [2.90, 2.41, -2.74], [-0.84, 0.23, -3.95], [1.62, -1.19, 1.46], [-1.65, -1.88, -4.84], [-1.49, -1.58, -2.43], [-1.56, -1.31, 2.48], [-2.80, -3.20, -1.02], [-2.34, -4.49, -0.77], [-1.73, -0.25, 2.32], [5.25, 0.04, -0.60], [-2.21, -3.35, -3.39], [6.90, -5.99, -0.81], [-0.07, 4.25, -4.36], [4.15, -3.50, -2.96], [3.89, -1.19, -2.18], [-1.52, -3.15, 1.39], [4.26, 1.01, 1.22], [6.92, -4.36, 1.04], [1.78, 0.62, -3.10], [-2.16, -1.64, 3.33], [-6.11, -3.84, -1.33], [3.74, 1.90, -2.32], [-5.29, -6.14, -0.87], [-4.51, -1.96, -1.45], [-1.11, -0.15, -6.01], [-1.54, -3.72, -5.94], [-2.87, -6.55, -0.54], [-3.09, -2.91, -6.04], [-0.16, 2.77, 2.78], [-2.98, -2.20, 1.20], [-1.72, -2.28, -6.96], [5.55, -2.31, 0.92], [3.81, 4.35, -2.55], [1.63, -3.33, 0.75], [5.51, -5.56, -2.82], [1.91, 5.54, -3.59], [2.34, 0.56, 2.36], [-1.27, -4.67, -0.64]]
}


Entry 8:
{
  "formula": "C6H15N",
  "method": "ωB97M-V/def2-TZVPD",
  "total_charge": 0,
  "lumo_energy_ha": 0.04042,
  "smiles": "CNCCC(C)C",
  "homo_lumo_gap_ev": 9.49,
  "elements": ["N", "C", "C", "C", "C", "C", "C", "H", "H", "H", "H", "H", "H", "H", "H", "H", "H", "H", "H", "H", "H", "H"],
  "positions_angstrom": [[-1.30, -0.12, 1.82], [-0.55, 0.48, 0.70], [0.81, -0.13, -1.41], [-2.38, 0.64, 2.48], [1.21, -1.40, -2.13], [-0.01, -0.70, -0.13], [1.84, 0.93, -1.19], [-1.41, 1.09, 0.14], [-1.94, 1.54, 2.85], [0.07, 0.57, -1.88], [0.30, 1.14, 1.11], [1.89, -2.10, -1.58], [-2.63, 0.09, 3.44], [-3.21, 0.82, 1.95], [-0.71, -0.42, 2.61], [1.22, 1.87, -1.23], [1.78, -1.32, -3.07], [0.32, -1.94, -2.34], [0.67, -1.47, 0.46], [2.40, 0.64, -0.29], [2.48, 1.33, -2.03], [-0.85, -1.54, -0.30]]
}


Entry 9:
{
  "formula": "C2H9N2OP",
  "method": "ωB97M-V/def2-TZVPD",
  "total_charge": 0,
  "lumo_energy_ha": 0.03437,
  "smiles": "CN[PH](=O)NC",
  "homo_lumo_gap_ev": 10.44,
  "elements": ["P", "O", "N", "N", "C", "C", "H", "H", "H", "H", "H", "H", "H", "H", "H"],
  "positions_angstrom": [[-0.46, -0.39, -0.81], [-0.85, -1.69, -0.25], [1.28, 0.20, -0.43], [-1.56, 0.79, -0.44], [-1.78, 0.97, 1.04], [1.99, -0.96, 0.12], [-1.19, 1.60, -0.83], [-1.90, 1.96, 1.35], [-2.60, 0.34, 1.42], [-0.40, -0.27, -2.10], [1.75, 0.53, -1.28], [1.19, -1.57, 0.56], [2.58, -1.42, -0.73], [-0.84, 0.55, 1.48], [2.78, -0.63, 0.90]]
}


Entry 10:
{
  "formula": "C12H41N3O7",
  "method": "ωB97M-V/def2-TZVPD",
  "total_charge": 0,
  "lumo_energy_ha": 0.01467,
  "homo_lumo_gap_ev": 8.91,
  "elements": ["O", "O", "O", "O", "O", "O", "O", "N", "N", "N", "C", "C", "C", "C", "C", "C", "C", "C", "C", "C", "C", "C", "H", "H", "H", "H", "H", "H", "H", "H", "H", "H", "H", "H", "H", "H", "H", "H", "H", "H", "H", "H", "H", "H", "H", "H", "H", "H", "H", "H", "H", "H", "H", "H", "H", "H", "H", "H", "H", "H", "H", "H", "H"],
  "positions_angstrom": [[12.32, -0.41, -31.83], [13.45, -9.23, -32.46], [9.80, 0.32, -29.32], [10.05, 0.24, -31.36], [12.53, -3.09, -31.90], [9.02, -3.38, -33.80], [14.84, -1.33, -29.07], [14.52, 1.48, -30.14], [10.44, -1.41, -32.39], [12.31, -6.62, -31.28], [9.66, -3.37, -31.22], [10.44, -2.15, -31.13], [14.04, -8.54, -31.32], [13.78, -3.86, -31.71], [12.08, 1.39, -29.56], [13.56, -0.74, -29.56], [11.91, -2.61, -30.75], [14.80, -2.60, -28.51], [14.58, -6.24, -30.34], [13.46, 0.77, -29.31], [13.94, -10.59, -32.62], [13.73, -7.04, -31.33], [15.50, -5.88, -30.78], [11.71, -6.98, -32.01], [15.41, 1.42, -29.68], [10.10, -3.97, -32.01], [14.40, 2.47, -30.04], [9.49, -3.81, -34.50], [11.69, 1.09, -30.53], [15.23, -2.61, -27.50], [15.33, -3.46, -28.92], [14.11, -4.26, -32.67], [11.36, -1.01, -32.34], [9.39, 1.18, -29.26], [12.63, -1.15, -29.17], [9.52, -0.51, -31.62], [14.63, -10.62, -33.46], [13.44, -1.00, -30.61], [11.75, -3.42, -30.04], [13.16, -11.34, -32.75], [13.80, -3.00, -28.39], [14.84, -6.86, -29.48], [12.26, 2.43, -29.81], [13.68, -8.95, -30.37], [14.58, -3.27, -31.25], [13.83, 0.91, -28.29], [14.12, -5.34, -29.94], [8.61, -3.23, -31.47], [12.18, -5.62, -31.30], [12.60, -0.34, -32.75], [9.60, -3.45, -33.04], [12.37, -1.69, -30.39], [10.07, -1.47, -30.36], [15.13, -8.60, -31.28], [14.68, -10.81, -31.84], [11.29, 1.21, -28.82], [10.67, -2.21, -32.97], [9.75, -4.08, -30.40], [13.57, -4.75, -31.12], [13.12, -0.23, -31.33], [14.05, -6.71, -32.32], [9.82, 0.13, -30.26], [10.94, 0.00, -31.62]]
}


Entry 11:
{
  "formula": "C5H5Cl2OPS",
  "method": "ωB97M-V/def2-TZVPD",
  "total_charge": 0,
  "lumo_energy_ha": [-0.02431, -0.02427],
  "homo_lumo_gap_ev": [7.62, 7.62],
  "elements": ["Cl", "Cl", "S", "P", "O", "C", "C", "C", "C", "C", "H", "H", "H", "H", "H"],
  "positions_angstrom": [[3.41, -0.67, 2.02], [3.10, -0.54, -1.13], [0.68, 1.87, 1.31], [2.06, -0.89, 0.55], [1.55, -2.30, 0.56], [-1.13, -1.25, -1.06], [-0.93, 0.02, -0.39], [0.82, 0.35, 0.77], [-0.83, 2.19, 0.64], [-1.52, 1.19, -0.17], [-0.18, -1.61, -1.23], [-1.25, 3.16, 1.03], [-1.70, -1.20, -2.02], [-2.41, 1.53, -0.59], [-1.66, -1.86, -0.29]]
}


Entry 12:
{
  "formula": "C9H14O",
  "method": "ωB97M-V/def2-TZVPD",
  "total_charge": 0,
  "lumo_energy_ha": 0.03107,
  "smiles": "Cc1ccc(O)cc1.CC",
  "homo_lumo_gap_ev": 9.39,
  "elements": ["O", "C", "C", "C", "C", "C", "C", "C", "C", "C", "H", "H", "H", "H", "H", "H", "H", "H", "H", "H", "H", "H", "H", "H"],
  "positions_angstrom": [[2.34, 0.34, -2.14], [0.90, -1.18, -1.05], [0.05, 0.96, -1.69], [-0.02, 0.31, 3.55], [0.91, 1.32, 2.90], [1.10, 0.06, -1.62], [-1.11, 0.67, -0.98], [-2.64, -0.86, 0.23], [-1.29, -0.54, -0.34], [-0.28, -1.49, -0.39], [-3.35, -1.01, -0.59], [1.67, -1.94, -1.13], [-1.93, 1.37, -1.02], [0.88, 1.25, 1.81], [0.25, 1.93, -2.14], [-1.04, 0.59, 3.25], [-0.47, -2.44, 0.09], [0.55, 2.34, 3.13], [2.23, 0.86, -2.96], [0.17, -0.71, 3.22], [1.91, 1.29, 3.31], [-3.12, 0.01, 0.71], [-0.02, 0.41, 4.64], [-2.70, -1.70, 0.91]]
}